Molecular formula: CH2O2S3
Method: DFT, ωB97M-V/def2-TZVPD

Properties
* relative energy (zero: lowest compared OMol25 entry of this formula, charge and spin): 75.0 kcal per mole
* HOMO level (alpha / beta): -8.37 / -8.26 eV
* gap between HOMO and LUMO (alpha / beta): 6.9 / 6.8 eV
* LUMO (alpha / beta): -1.4 / -1.5 eV
* 2S+1: 1

Each line ends with the natural charge from an NBO analysis.
CARTESIAN COORDINATES (ANGSTROEM)
C1 0.0861 -0.6913 -1.0242  -0.4177
O1 0.5841 -0.5731 2.5127  -0.8803
O2 -1.3983 1.4465 -1.6852  -0.9584
S1 0.0480 -2.1024 -1.6780  0.2933
S2 1.4523 0.0076 1.2224  0.2552
S3 -0.2064 0.8505 -0.5186  0.7245
H1 0.8891 -1.2609 3.0963  0.4978
H2 -1.4549 2.3229 -1.9254  0.4857